1.
Density functional theory data (the ωB97M-V functional and the def2-TZVPD basis) for a single C19H25N3O4 molecule.

```
51
Properties=species:S:1:pos:R:3:forces:R:3
C -4.31202 4.37490 4.69021 0.11 -0.03 -0.23
C -3.70828 3.73817 3.44413 -0.13 -0.09 0.06
C -3.94173 2.22853 3.36228 0.12 0.08 0.09
C -3.35202 1.42151 4.52089 0.13 0.12 -0.25
H -3.80339 1.73805 5.46110 -0.03 -0.08 0.09
H -3.60477 0.36711 4.37425 -0.04 -0.03 0.10
C -1.83306 1.55315 4.64969 -0.21 0.05 0.31
N -1.14353 1.12695 3.45363 -0.09 -0.29 0.10
C -0.51403 1.99582 2.63074 0.03 -0.24 0.04
O -0.39938 3.18082 2.87197 0.05 0.25 -0.11
C 0.05018 1.38319 1.38569 0.25 -0.05 -0.34
C 0.62033 0.11997 1.38096 -0.06 0.09 -0.01
C 1.16552 -0.38915 0.20389 -0.15 0.46 -0.43
C 1.12302 0.36935 -0.97067 -0.13 0.07 0.40
C 0.55318 1.64221 -0.95094 0.06 -0.19 0.07
C 0.03004 2.14837 0.21712 -0.05 0.06 0.09
H -0.39760 3.13768 0.25653 -0.02 0.09 0.00
H 0.54338 2.20910 -1.86905 -0.01 0.04 -0.08
C 1.66949 -0.18001 -2.21667 0.09 0.10 0.06
O 1.68231 0.42823 -3.26726 -0.06 0.08 0.03
N 2.17562 -1.46755 -2.12659 0.03 0.05 -0.26
C 2.33151 -2.19109 -0.95508 0.02 0.02 0.48
O 2.93522 -3.23165 -0.88400 0.08 -0.23 -0.04
N 1.76429 -1.62253 0.16321 0.00 -0.24 0.31
H 1.86656 -2.15667 1.01574 0.06 0.02 -0.23
C 2.60310 -2.12975 -3.34787 0.00 -0.49 -0.33
H 2.99462 -1.37864 -4.03505 0.00 -0.10 0.08
H 3.38099 -2.84203 -3.06917 -0.06 0.17 -0.06
C 1.43756 -2.89429 -4.00904 0.36 0.26 -0.20
O 0.77798 -3.67352 -3.02041 0.25 0.02 0.07
C -0.61620 -3.46430 -3.09691 -0.42 0.03 -0.09
H -1.07005 -4.21584 -3.76021 -0.01 0.06 0.09
H -1.02739 -3.58641 -2.09259 -0.01 -0.01 -0.07
C -0.79965 -2.06395 -3.67658 0.12 -0.20 0.08
H -1.76655 -1.93704 -4.15747 -0.06 0.05 0.02
H -0.69335 -1.30974 -2.89505 -0.06 0.01 0.03
C 0.36942 -1.99056 -4.65757 -0.02 -0.08 0.02
H 0.73062 -0.97590 -4.79979 0.00 -0.04 -0.08
H 0.07570 -2.40038 -5.62417 -0.01 -0.02 -0.01
H 1.88174 -3.56594 -4.75807 -0.05 0.11 0.09
H 0.68412 -0.46608 2.28678 0.00 -0.04 0.12
H -1.31034 0.18338 3.14179 0.07 0.11 -0.12
H -1.48438 0.94960 5.49510 0.00 0.14 -0.04
H -1.54734 2.59203 4.81880 0.02 -0.11 0.06
H -5.01762 2.03763 3.33125 -0.02 -0.04 -0.08
H -3.51754 1.86454 2.42246 -0.08 -0.06 -0.03
H -2.63974 3.95172 3.40119 0.01 0.04 -0.08
H -4.16344 4.19283 2.56086 0.08 0.03 -0.03
H -5.36734 4.12209 4.77673 -0.13 0.00 0.08
H -3.80192 4.04250 5.59076 0.01 -0.01 0.16
H -4.22331 5.45722 4.63599 -0.02 0.10 0.09
```
Positions in Å, forces in eV/Å.

The calculation puts the molar mass at 359.426 g/mol. The value obtained for the relative energy (zero: lowest compared OMol25 entry of this formula, charge and spin) is 9.3 kJ/mol. As for the SMILES: CCCCCNC(=O)c1ccc2c(=O)n(C[C@@H]3CCCO3)c(=O)[nH]c2c1. The HOMO energy is -9.03 eV. The HOMO-LUMO gap is 8.9 eV. The total charge is 0.

---

2.
Density functional theory data (the ωB97M-V functional and the def2-TZVPD basis) for 4 unconnected molecules or ions with the total composition C19H25N5O2.

```
51
Properties=species:S:1:pos:R:3:forces:R:3
C 1.43813 -1.51151 0.37611 0.00 -0.12 -0.46
C 2.00621 -2.06866 -0.92597 -0.05 -0.06 0.59
O 0.98432 -2.38019 -1.86874 0.35 -0.03 -0.35
C 0.71344 -1.34836 -2.79949 -0.26 -0.09 0.22
C -0.27012 -0.35867 -2.22575 0.13 -0.13 -0.18
C -1.50167 -0.83894 -1.69054 0.09 -0.01 0.00
N -2.37438 -0.05986 -1.13131 0.02 0.07 0.04
C -2.05262 1.26336 -1.06845 0.10 -0.19 -0.16
C -2.93131 2.17147 -0.42748 -0.23 0.16 0.04
O -4.08081 1.76405 0.17810 0.07 -0.11 -0.03
C -5.04729 1.09247 -0.64156 -0.50 -0.15 0.19
C -5.32309 -0.32458 -0.14326 0.58 0.14 0.18
C -2.59771 3.49345 -0.36243 0.24 0.32 0.02
C -1.39340 3.97216 -0.92155 -0.36 -0.18 0.18
C -0.53743 3.11553 -1.54665 0.23 0.29 -0.13
C -0.84883 1.74746 -1.62907 -0.06 0.13 0.08
N 0.04661 0.90124 -2.21885 -0.17 -0.03 0.13
H 1.15722 -0.46584 0.25926 -0.02 0.04 0.20
H 2.18178 -1.61456 1.16358 -0.01 0.14 0.07
H 0.55946 -2.09740 0.64689 -0.02 0.03 0.10
H 2.73889 -1.37197 -1.34353 -0.06 0.00 -0.18
H 2.52611 -2.99791 -0.69892 -0.08 0.05 -0.21
H 1.61896 -0.81123 -3.08689 0.03 0.00 -0.05
H 0.28528 -1.83425 -3.67867 0.02 0.02 -0.04
H -1.72507 -1.89895 -1.73825 0.01 -0.03 -0.01
H -5.96473 1.67771 -0.54772 0.04 0.13 -0.16
H -4.74357 1.10964 -1.68642 0.16 -0.02 0.01
H -5.41694 -1.02240 -0.97245 -0.25 -0.03 0.00
H -4.45564 -0.64429 0.43291 -0.03 -0.06 -0.04
H -6.18844 -0.35764 0.51440 -0.14 -0.08 -0.11
H -3.26289 4.18057 0.14246 -0.10 -0.05 0.00
H -1.16013 5.02124 -0.82398 0.09 0.02 -0.09
H 0.38987 3.47167 -1.97351 0.05 -0.08 0.01
C 0.77224 4.91059 2.83504 0.00 -0.05 0.02
C 0.94934 5.24972 1.42985 0.05 0.03 -0.07
N 1.08578 5.51701 0.32243 0.05 0.06 0.06
H -0.00541 4.15530 2.93420 0.01 -0.01 0.00
H 1.70270 4.51535 3.23771 -0.01 -0.03 0.00
H 0.48508 5.79744 3.39653 0.00 0.00 0.00
C 4.32622 -1.07751 3.54704 0.04 -0.01 -0.03
C 3.57101 0.04085 2.99620 -0.09 0.04 -0.01
N 2.95669 0.90703 2.56113 0.05 0.05 0.06
H 3.67918 -1.68276 4.17866 0.00 -0.01 0.00
H 4.70963 -1.69771 2.73848 -0.01 -0.02 0.00
H 5.15923 -0.70573 4.14033 0.01 -0.01 0.00
C 2.45174 -6.52295 -0.57579 -0.03 -0.02 0.00
C 3.00862 -5.43112 0.21097 0.06 0.05 0.04
N 3.44637 -4.55692 0.81168 0.04 -0.12 0.10
H 2.83861 -6.47797 -1.59181 0.00 0.00 -0.01
H 2.72552 -7.47714 -0.13015 -0.01 -0.01 -0.01
H 1.36722 -6.43834 -0.60473 0.00 0.00 -0.01
```
Positions in Å, forces in eV/Å.

The calculation puts the molar mass at 355.442 g/mol. The value obtained for the relative energy (zero: lowest compared OMol25 entry of this formula, charge and spin) is 398.7 kJ/mol. As for the SMILES: CCOCc1cnc2c(OCC)cccc2n1.CC#N.CC#N.CC#N. The HOMO energy is -8.29 eV. The HOMO-LUMO gap is 8.6 eV. The total charge is 0.

---

3.
Density functional theory data (the ωB97M-V functional and the def2-TZVPD basis) for a single C19H25N5O2 molecule.

```
51
Properties=species:S:1:pos:R:3:forces:R:3
C -3.80956 -2.46992 1.37267 -0.05 0.04 -0.06
C -3.63909 -1.07030 0.90667 0.07 0.18 0.14
C -3.03231 0.02029 1.49433 -0.19 -0.16 -0.16
C -3.20002 1.07222 0.57836 -0.18 -0.34 0.07
N -3.85103 0.64834 -0.49429 -0.04 0.81 -0.39
N -4.11340 -0.64124 -0.28803 0.35 -0.10 0.55
C -4.83225 -1.40124 -1.26678 -0.22 -0.22 -0.25
H -5.04937 -0.73884 -2.10191 0.02 -0.05 0.06
H -4.23624 -2.24752 -1.61672 -0.04 0.02 -0.01
H -5.76980 -1.77905 -0.85322 0.02 0.01 -0.05
C -2.69213 2.47291 0.69218 0.01 -0.02 -0.02
N -1.43027 2.61408 -0.00758 -0.42 0.07 -0.21
C -0.24221 2.55197 0.62656 0.40 0.26 -0.43
O -0.12158 2.58305 1.83414 0.06 -0.07 0.47
C 0.94573 2.46033 -0.32262 0.01 -0.17 0.09
H 0.79029 3.09785 -1.19381 0.08 -0.05 0.05
H 1.83851 2.79018 0.20477 -0.08 0.01 0.02
C 1.10304 1.01145 -0.82213 0.20 0.32 -0.13
N 1.05610 0.04933 0.26339 -0.16 -0.01 -0.02
C 0.92014 -1.29690 -0.24420 -0.37 -0.15 -0.19
C -0.47543 -1.42611 -0.83839 0.21 -0.22 0.40
N -0.64102 -0.40450 -1.84044 -0.23 -0.24 -0.19
C 0.00927 0.76951 -1.86485 0.04 -0.27 -0.10
O -0.24928 1.60863 -2.71137 0.00 0.41 -0.14
H -1.40179 -0.49281 -2.50015 0.11 0.17 0.04
H -0.61205 -2.40830 -1.30095 0.05 0.06 0.02
H -1.21560 -1.29731 -0.03895 0.10 -0.08 -0.08
H 1.02423 -2.00098 0.58225 0.03 -0.01 -0.03
H 1.67605 -1.54073 -1.01223 -0.02 -0.04 0.10
C 2.11079 0.19108 1.26413 -0.01 0.08 0.05
C 3.49976 -0.08045 0.73918 -0.02 -0.02 0.03
C 4.01389 -1.37271 0.74058 -0.01 0.04 0.02
C 5.25869 -1.64316 0.20102 0.05 -0.11 -0.02
C 6.01243 -0.62235 -0.35233 0.07 -0.01 -0.03
C 5.51816 0.67028 -0.34932 0.08 0.06 -0.06
C 4.27324 0.93760 0.19317 -0.02 -0.02 0.05
H 3.90854 1.95428 0.20524 -0.06 0.11 0.01
H 6.10452 1.47486 -0.76874 0.05 0.06 -0.03
H 6.98344 -0.83212 -0.77605 0.07 -0.01 -0.03
H 5.64239 -2.65318 0.21421 0.03 -0.07 0.00
H 3.43861 -2.17572 1.18000 -0.07 -0.07 0.05
H 1.87184 -0.51672 2.06270 0.04 0.09 0.01
H 2.03664 1.19462 1.68223 0.02 -0.06 0.08
H 2.05875 0.94341 -1.38471 -0.20 0.03 0.05
H -1.46059 2.52828 -1.01237 0.15 0.03 -0.03
H -3.41602 3.17008 0.26284 0.05 -0.04 0.12
H -2.50577 2.71662 1.74016 -0.11 0.05 -0.15
H -2.53539 0.06555 2.44084 0.12 -0.05 0.26
H -3.36624 -3.17384 0.66730 0.02 -0.10 0.01
H -3.32977 -2.59458 2.33905 0.01 -0.05 0.04
H -4.86684 -2.71622 1.47418 -0.03 -0.10 0.04
```
Positions in Å, forces in eV/Å.

The calculation puts the molar mass at 355.442 g/mol. The value obtained for the relative energy (zero: lowest compared OMol25 entry of this formula, charge and spin) is 99.4 kJ/mol. As for the SMILES: Cc1cc(CNC(=O)C[C@@H]2C(=O)NCCN2Cc2ccccc2)nn1C. The HOMO energy is -8.72 eV. The HOMO-LUMO gap is 9.3 eV. The total charge is 0.

---

4.
Density functional theory data (the ωB97M-V functional and the def2-TZVPD basis) for a molecular structure, C19H25N5S3Se2Te3V at a distorted geometry.

```
58
Properties=species:S:1:pos:R:3:forces:R:3
V 0.10118 0.28606 -0.46313 -0.13 -0.12 2.73
C -4.64284 0.21479 -2.76256 0.09 -0.04 -0.01
S -3.38542 -1.04108 -3.12107 -0.06 0.11 0.10
C -2.17832 -0.53705 -1.89820 -0.40 -0.21 0.18
S -0.97105 0.65874 -2.37485 -1.41 -0.62 -1.03
N -2.32546 -1.11156 -0.73478 -0.25 0.16 0.06
N -1.37119 -0.78167 0.19658 -1.25 -0.28 -0.59
C -1.60254 -0.99066 1.49514 0.07 -0.17 -0.11
C -0.61285 -0.51845 2.39037 -0.03 0.07 -0.13
C -0.74834 -0.54016 3.79611 -0.01 -0.02 -0.05
C 0.22751 0.03476 4.57045 0.00 0.02 -0.03
C 1.35247 0.60094 3.95665 0.01 0.00 0.03
C 1.43064 0.57626 2.57299 0.10 -0.09 -0.05
N 0.48459 0.05476 1.80143 -0.61 -0.44 0.02
H -5.46185 0.07745 -3.46952 0.00 0.01 0.00
H -4.21489 1.20890 -2.88357 -0.02 0.01 0.00
H -5.00591 0.09193 -1.74369 -0.02 0.02 0.00
H -2.53486 -1.43333 1.82436 -0.01 -0.02 0.01
H -1.63354 -0.98626 4.23256 0.00 0.02 0.02
H 0.11916 0.06282 5.64912 0.02 -0.04 0.01
H 2.14334 1.06378 4.53018 0.01 -0.01 -0.01
H 2.28461 0.99613 2.05030 -0.03 0.07 0.03
Se 1.94678 -0.98434 -0.83535 2.74 -1.64 0.80
Te 4.25392 0.10691 -0.94690 0.00 -0.26 -0.57
Te 2.77015 3.81854 0.59079 -0.12 -0.13 0.39
Se 1.02314 2.17936 -0.27852 1.32 4.57 -0.44
C -0.22829 6.02783 3.28384 -0.05 -0.06 -0.02
C -0.59755 4.56220 3.47948 0.08 -0.11 -0.15
N -1.07197 3.92775 2.25512 0.30 0.39 -0.16
C -2.26532 3.37713 2.06164 -0.31 -0.36 -0.10
S -2.62317 2.29726 0.83681 -0.14 0.22 0.18
N -3.25757 3.71949 2.99030 -0.10 -0.08 0.11
C -3.66456 5.12020 3.07428 -0.01 -0.06 0.00
C -4.75157 5.28023 4.12175 0.00 0.02 0.00
H 0.08789 6.46513 4.23539 0.02 -0.01 -0.06
H -1.07050 6.60598 2.89356 0.11 0.00 0.02
H 0.59314 6.09344 2.57279 0.07 0.06 -0.05
H -1.36236 4.43214 4.24415 0.07 -0.06 0.01
H 0.29762 4.01433 3.78575 -0.03 0.00 0.07
H -0.37611 3.76744 1.52748 0.03 -0.20 0.06
H -4.05223 3.12384 2.79155 0.02 0.06 -0.03
H -4.02839 5.47422 2.10024 0.03 0.03 -0.01
H -2.80288 5.72846 3.33797 -0.09 0.00 0.00
H -5.62874 4.68148 3.86485 0.01 0.01 0.01
H -5.06447 6.32355 4.19283 -0.02 -0.01 0.01
H -4.39235 4.95371 5.09886 -0.01 0.00 0.00
Te 0.49749 -2.33880 -2.31358 0.13 -0.79 -1.40
C 1.68995 -4.04156 -2.76698 -0.19 -0.29 -0.12
C 0.99828 -5.21536 -3.09142 0.14 0.07 0.05
C 1.66520 -6.31870 -3.60622 0.05 0.03 0.03
C 3.04030 -6.27332 -3.80249 -0.04 0.00 0.02
C 3.73685 -5.12001 -3.46799 -0.02 0.01 0.06
C 3.06975 -4.01252 -2.95930 0.00 0.15 0.17
H -0.07527 -5.26272 -2.94241 -0.01 0.00 0.00
H 1.11366 -7.22020 -3.84838 -0.02 0.01 -0.01
H 3.56334 -7.13048 -4.20966 0.00 -0.01 0.01
H 4.81066 -5.07618 -3.60751 0.00 0.02 0.00
H 3.62504 -3.11571 -2.70441 0.01 0.01 -0.03
```
Positions in Å, forces in eV/Å.

The calculation puts the molar mass at 1011.309 g/mol. The value obtained for the relative energy (zero: lowest compared OMol25 entry of this formula, charge and spin) is 312.5 kJ/mol. The HOMO energy (alpha / beta) is -0.47 / -0.94 eV. As for the spin multiplicity: 4. The HOMO-LUMO gap (alpha / beta) is 4.5 / 5.0 eV. The total charge is -2.

---

Look up the relative energy (zero: lowest compared OMol25 entry of this formula, charge and spin) of the fourth one. 312.5 kJ/mol